[1]
ORCA calculation (ωB97M-V with the def2-TZVPD basis set) on a molecular structure, C20H28BBrN4OV in a non-equilibrium geometry.

Geometry as ORCA input:
```
! wB97M-V def2-TZVPD RIJCOSX def2/J DEFGRID3
* xyz 2 2
C -1.841 -1.089 1.120
H 4.281 2.851 -3.746
H 6.549 1.508 -2.759
C 0.780 -3.296 0.050
C 0.331 3.637 -2.502
H -2.556 1.979 -0.300
C -0.721 -3.548 2.018
C 4.879 -0.214 -0.537
C 6.105 0.095 -1.054
H -1.387 3.177 -1.375
C -4.056 0.111 2.724
H -5.837 -0.970 0.855
H -5.778 1.429 1.067
N 2.401 2.370 -2.526
H 2.001 3.844 -3.863
C -4.782 -1.051 0.598
H 0.960 -1.705 3.147
H -0.162 -4.438 2.302
C 5.859 1.021 -2.088
H 3.354 1.063 -4.059
H -4.424 -1.998 1.003
H -4.765 1.537 -0.363
B 3.705 1.912 -3.277
H 1.526 -2.702 -0.474
H -4.703 -1.087 -0.490
H -3.566 0.985 3.155
V 2.202 1.305 -0.945
H -1.127 -3.113 2.935
H -0.018 -3.555 -0.649
H -3.581 -0.787 3.122
H 1.871 -3.100 2.569
H -2.390 -1.840 1.668
H -5.094 0.102 3.058
Br 2.633 2.732 0.744
H 4.611 -0.863 0.280
N 0.116 1.712 -1.085
C -4.745 1.449 0.726
H -1.547 -3.874 1.380
H -4.278 2.341 1.149
H 7.062 -0.281 -0.735
N 4.563 1.232 -2.172
C 0.119 -0.275 0.146
C -0.381 2.889 -1.644
C -4.044 0.173 1.179
C -0.651 0.945 -0.344
H -0.129 4.525 -2.914
C 0.218 -2.583 1.291
C 1.641 3.290 -2.998
N 3.923 0.483 -1.223
H 2.087 -1.537 1.790
H 1.260 -4.224 0.363
C -0.538 -1.329 0.861
O 1.334 -0.267 -0.172
C -2.011 1.103 0.011
C -2.610 0.120 0.731
C 1.352 -2.195 2.254
*
```

Summary:
total energy	-125594.949	eV
energy above the lowest of the compared OMol25 structures with the same formula, charge and spin	7.5	kcal/mol


[2]
ORCA calculation (ωB97M-V with the def2-TZVPD basis set) on a molecular structure, C21H19Cl4N3O6OsSi in a non-equilibrium geometry.

Geometry as ORCA input:
```
! wB97M-V def2-TZVPD RIJCOSX def2/J DEFGRID3
* xyz 0 1
H -1.771 3.312 -0.127
O -1.582 -1.443 5.740
O 1.871 -0.753 1.153
C -1.014 3.262 0.644
H -2.479 3.183 -1.991
Os 0.496 -0.571 -0.289
O 2.199 -1.242 3.319
H -3.770 0.259 1.154
C -2.310 2.144 -2.271
C 2.127 -1.935 -2.095
H 1.631 3.103 3.440
H 0.762 3.506 -2.658
C 1.471 -1.027 2.362
Cl 4.229 -3.999 -4.790
O 0.615 -2.555 -0.433
Cl 3.895 -1.000 -3.872
C -0.112 4.122 2.706
C -1.996 -0.777 1.730
Si -0.559 1.506 -2.099
H 0.188 -0.585 -3.274
H 1.634 2.010 -3.034
C -3.153 -0.577 0.823
H -2.573 2.050 -3.331
H -3.009 1.517 -1.711
C 1.382 -2.942 -1.459
C -0.668 -0.296 -2.674
H -1.823 4.935 1.697
H -0.786 -1.078 -1.878
N -0.723 -0.782 1.381
C 3.142 -3.595 -3.516
O 1.951 -0.689 -1.660
H 0.359 2.592 -4.120
C 0.014 -1.021 2.504
H 1.286 -1.425 4.689
Cl 2.564 -6.242 -3.374
C 2.395 -4.598 -2.885
C -0.617 -1.393 5.016
H 1.722 1.512 1.574
H -3.772 -1.473 0.780
C 3.009 -2.271 -3.119
H -2.909 -1.026 3.631
C -0.037 2.264 0.607
H -2.782 -0.364 -0.177
N -2.079 -0.989 3.059
C -1.050 4.177 1.685
H -1.585 -0.430 -3.253
C 1.516 -4.268 -1.861
C 0.658 2.501 -3.074
N 0.005 1.301 -0.421
C 0.877 3.148 2.665
C -0.817 -1.153 3.566
C 0.918 2.232 1.627
O 0.625 -1.512 5.426
H -0.144 4.836 3.518
Cl 0.579 -5.461 -1.050
*
```

Summary:
total energy	-99278.813	eV
energy above the lowest of the compared OMol25 structures with the same formula, charge and spin	6.3	kcal/mol


Among the records above, which one has the lowest energy above the lowest of the compared OMol25 structures with the same formula, charge and spin?
C21H19Cl4N3O6OsSi


Number 1 is which compound?
C20H28BBrN4OV


The highest energy above the lowest of the compared OMol25 structures with the same formula, charge and spin belongs to which entry?
C20H28BBrN4OV